1.
# C4H3Br

C4H3Br as an isolated structure in a non-equilibrium geometry (ωB97M-V with the def2-TZVPD basis set, the Open Molecules 2025 dataset).

The orbital gap comes out at 0.275 Eh. For the HOMO energy, the calculation gives -8.80 eV. As for the total charge: 0. The value obtained for the largest force on an atom is 4.33 eV Å⁻¹. As for the energy relative to the best compared isomer or geometry (same formula, charge and spin): 5.3109 eV.

Last column: natural (NBO) charge in e.
Positions of all 8 atoms, in Å:
C1 -0.3464 0.1606 -0.2928  -0.038
C2 0.1667 1.4963 -1.6992  -0.059
C3 0.0584 -0.3699 1.0270  -0.448
C4 -1.0342 -0.8532 0.0990  -0.236
Br1 1.9373 1.6138 -1.8885  0.196
H1 1.1190 -0.8381 0.9771  0.176
H2 -0.1183 0.2752 2.0076  0.187
H3 -1.7825 -1.4846 -0.2301  0.223

2.
# C5H9N

One molecule with the formula C5H9N in a non-equilibrium geometry (ωB97M-V with the def2-TZVPD basis set, the Open Molecules 2025 dataset).

As for the SMILES: C1CC1N1CC1. The orbital gap comes out at 0.386 Eh. For the HOMO energy, the calculation gives -9.18 eV. As for the total charge: 0. The value obtained for the largest force on an atom is 1.41 eV Å⁻¹. As for the energy relative to the best compared isomer or geometry (same formula, charge and spin): 2.4336 eV.

Last column: natural (NBO) charge in e.
Positions of all 15 atoms, in Å:
C1 -1.6349 0.9937 -0.0008  -0.424
C2 -1.7747 -0.5016 -0.0390  -0.432
C3 -0.4581 0.1217 0.3570  -0.065
N1 0.6233 0.0413 -0.5771  -0.400
C4 1.6383 -0.9830 -0.3954  -0.266
C5 1.8691 0.4314 0.0277  -0.252
H1 -1.6423 1.5247 -0.9517  0.224
H2 -2.1159 1.5259 0.8126  0.211
H3 -2.3760 -1.0027 0.7107  0.215
H4 -1.8677 -0.9457 -1.0325  0.225
H5 -0.0434 0.1791 1.3989  0.182
H6 1.5931 -1.7047 0.4228  0.190
H7 1.9665 -1.4137 -1.3426  0.208
H8 2.4872 1.1508 -0.5087  0.205
H9 1.7354 0.5827 1.1182  0.178